(1)
107
Properties=species:S:1:pos:R:3:forces:R:3:lowdin_charge:R:1 method="wB97M-V/def2-TZVPD" energy_ha=-9226.40071 total_charge=+1 homo_ha="-0.3603 / -0.3603" orbital_gap_ha="0.223 / 0.223" spin_multiplicity=1
N 1.18334 -2.88294 -0.44072 0.2 0.8 0.5 -0.007
C -0.33676 0.86253 3.34259 0.4 -1.1 -0.2 -0.192
C -1.39766 -1.17079 5.12074 -0.1 -0.8 -0.7 -0.044
C 1.41901 -0.13474 -3.45207 -0.7 -0.3 0.7 -0.334
H 0.70020 -6.13918 -3.59042 0.1 -0.6 0.1 0.093
H 3.60238 4.36538 3.36263 -0.1 0.0 0.4 0.078
H -0.40418 -4.75759 4.21523 -0.2 0.8 0.2 0.125
Ge -1.68893 -0.58692 1.03787 -0.3 -0.2 0.0 0.917
C 1.95249 2.12472 -1.13877 -0.9 -1.1 0.3 -0.319
C 0.83649 -2.34780 -2.69699 -0.1 -0.1 -1.2 -0.273
O 1.94702 1.08411 -0.40282 0.5 0.1 0.1 -0.102
C 0.51315 -4.15890 -4.33933 0.1 0.7 1.9 -0.046
C 2.33235 -1.63456 3.98125 0.7 -0.5 1.3 -0.043
C 0.80380 3.01635 -1.14383 1.1 1.1 -1.3 -0.095
C 2.15642 -0.96755 2.77759 0.5 0.0 0.8 -0.130
C 2.46549 1.69481 -5.31033 -0.8 -1.0 0.3 -0.080
H -1.33379 4.90550 5.18950 0.4 0.1 -0.1 0.086
H -2.76370 -3.66781 -4.63317 -0.1 0.6 0.0 0.118
C -2.31895 -2.47238 0.74926 0.0 -0.3 -0.4 -0.388
C -3.09312 -0.27894 -4.46537 -0.8 -1.1 -1.2 -0.399
C 2.47415 -3.01675 3.99054 -0.5 -0.7 -0.4 -0.034
C -0.77255 -2.75031 3.48548 0.8 0.0 0.1 -0.081
C 2.13269 3.10828 2.51051 -0.3 -0.6 -0.1 -0.286
H -0.42258 -2.99644 2.49997 -0.2 -0.2 -0.2 0.078
C -3.50417 -2.94398 1.58753 -1.3 1.2 0.2 -0.161
Ge 0.23327 2.50574 2.60711 0.7 1.4 0.9 0.903
C -0.69020 4.11974 4.78062 0.2 0.7 -0.4 -0.156
H 2.82830 2.38084 -6.04011 0.3 0.4 -0.3 0.103
H -3.44488 -2.76833 2.68506 0.2 0.1 -0.7 0.072
O 2.78150 5.22895 -4.84978 0.9 -0.2 0.3 0.100
C -0.89279 -0.28686 2.88622 -0.3 0.9 -0.8 -0.321
H -0.68607 4.96527 2.78652 -0.1 -0.5 -0.1 0.088
C 3.19275 0.55999 -4.94420 1.0 0.0 -0.4 -0.054
H -4.06828 0.11480 1.55498 0.4 0.2 -0.5 0.070
C -1.08389 -3.43301 5.78096 -0.7 0.3 0.6 -0.065
C 0.65249 0.93232 -3.84984 0.0 0.8 -0.8 -0.021
H -1.03639 -4.17951 6.57534 -0.1 0.1 -0.3 0.110
H 2.43508 -1.11334 4.94743 -0.1 0.0 -0.8 0.128
C -3.37821 0.49204 0.76571 0.6 0.3 0.0 -0.322
H 2.21617 3.68909 1.57297 -0.3 -0.1 0.3 0.077
H 2.34703 -4.82561 2.70645 0.0 1.4 0.0 0.144
N -3.51804 0.82102 -5.02345 0.0 0.5 -0.7 -0.219
H -1.66433 -0.21722 5.41620 -0.5 2.0 0.2 0.089
N -2.65861 1.04110 -2.59752 0.0 -0.3 0.0 -0.229
H -0.63925 4.05549 -0.05403 0.1 -0.7 0.4 0.168
H -2.62625 -2.52402 -0.31091 0.0 0.4 0.4 0.035
H 1.12625 -5.39794 -1.17796 -0.3 -0.3 0.1 0.109
H 1.98876 4.80407 3.95090 0.5 -0.7 -0.3 0.070
C -0.72187 -3.72777 4.48465 0.0 -0.8 -0.5 -0.077
C -1.55510 -2.13608 6.07170 1.3 -1.1 -0.4 -0.053
C 2.31248 -3.70367 2.76950 0.1 -1.3 1.4 -0.008
H -0.06771 4.67566 -2.40937 -0.3 0.2 0.5 0.133
C -2.75336 -2.61662 -4.30958 0.2 -0.4 -0.2 -0.025
N 1.81269 5.10611 -4.14307 -1.7 0.1 -1.0 -0.354
H 2.78932 2.24949 2.34949 0.0 0.0 0.0 0.055
H 0.36577 4.29681 4.94655 -0.1 0.3 0.8 0.037
H 3.90043 3.69239 -3.43094 0.1 -0.2 -0.4 0.132
H 3.19771 -1.16882 -3.61382 0.2 0.3 -0.4 0.133
C 1.95292 -2.95440 1.69188 -0.8 0.7 -1.9 -0.330
H -4.25371 2.47540 0.79484 -0.3 0.2 0.3 0.063
N 1.02525 -1.02986 -2.44237 -0.7 -0.4 1.5 -0.015
H 0.28751 -4.49291 -5.33526 0.0 0.0 -0.3 0.107
H -3.55675 -1.71934 -6.06414 -0.4 0.0 -1.1 0.105
H -1.87362 -1.83057 7.04413 -0.2 -0.2 0.5 0.104
H -3.74016 0.16234 -0.23974 0.1 0.3 0.9 0.052
C 0.87029 -4.72698 -1.97817 0.4 0.0 -1.6 -0.013
C -0.84013 3.98862 3.27221 -1.0 -0.6 -0.2 -0.308
N 1.57133 -3.62433 0.48024 0.2 -0.6 -0.1 0.122
C 3.02760 3.39397 -2.88047 -0.6 0.6 0.3 0.026
C -3.16928 -1.59080 -5.09797 0.8 0.0 2.4 0.033
C 2.66103 -0.29837 -3.99536 1.6 -0.8 -0.4 -0.037
H -1.84424 3.56708 3.08281 0.1 0.8 -0.2 0.051
H 2.60214 -3.59973 4.92516 0.1 0.6 -0.7 0.132
H -1.51656 -3.19389 0.76102 0.6 -0.1 0.3 0.028
O 0.75725 5.67957 -4.37130 0.0 0.0 0.5 0.074
C 0.54241 -2.81144 -4.01644 -0.2 0.5 -1.2 -0.034
H -0.34600 1.08273 -3.48019 -0.2 0.0 0.2 0.080
H -1.79622 -3.22313 -2.41814 -0.2 -0.1 -0.1 0.112
C -1.00116 -1.42170 3.79398 -0.5 -0.4 1.5 -0.268
H 0.56834 2.70375 -4.99822 0.1 -0.2 -0.4 0.111
C 0.77761 4.05099 -2.17971 0.5 -0.9 -0.6 0.092
H 0.14790 0.80390 4.30870 -0.2 -0.3 0.6 0.066
C -0.02813 3.12276 -0.06068 -0.7 1.1 -1.1 -0.144
H -2.82512 2.34116 -0.18912 0.1 0.1 0.9 0.046
H 2.81404 3.35124 4.58458 -0.1 0.0 0.0 0.075
H -2.66853 2.46195 1.67799 -0.8 -0.6 -1.2 0.048
H -4.36174 -2.34625 1.18173 0.3 -0.5 0.7 0.075
H -0.98431 3.23415 5.29293 -0.1 -0.9 0.4 0.056
In 0.53219 -0.55828 -0.34493 0.1 -0.4 -0.4 0.854
C 3.07599 2.42487 -1.95041 1.0 -0.6 -0.1 0.021
N 1.91464 -1.61726 1.65387 0.1 0.6 0.0 0.095
H 3.97103 1.78658 -1.89644 -0.6 0.3 0.3 0.149
H 4.21154 0.36181 -5.38195 -1.2 0.3 0.6 0.131
H 2.29658 0.11134 2.80445 -0.4 -0.1 -0.5 0.100
C 1.80656 4.12245 -3.06801 0.9 0.3 1.3 -0.161
H -3.81705 -3.98068 1.47696 0.4 -0.2 -0.3 0.069
C -2.20766 -2.38083 -2.97181 -0.5 -0.6 -0.9 -0.144
C 0.72275 -5.11498 -3.29444 -0.4 0.4 -0.4 -0.068
O -0.12769 2.26319 0.86925 -0.3 -0.4 -1.0 -0.205
C -3.25809 2.05437 0.79789 0.7 -0.8 -0.3 -0.155
C 0.90438 -3.36213 -1.70875 0.3 0.6 0.9 -0.232
C 2.64331 3.94000 3.68428 0.0 0.8 -0.2 -0.161
C 1.17863 1.82953 -4.78247 -0.1 0.3 0.3 -0.074
Se -3.29074 2.11216 -3.85142 -0.1 0.4 0.1 1.139
C -2.65769 -0.16942 -3.12960 1.0 -0.2 1.6 -0.465
H 0.29954 -2.01986 -4.78429 0.5 -1.1 0.8 0.144
N -2.17553 -1.24501 -2.38768 -0.1 1.2 0.1 0.121

(2)
102
Properties=species:S:1:pos:R:3:forces:R:3:lowdin_charge:R:1 method="wB97M-V/def2-TZVPD" energy_ha=-3285.13409 total_charge=+2 homo_ha=-0.4720 orbital_gap_ha=0.300 spin_multiplicity=1
C 1.88921 -1.47516 7.07949 0.0 0.0 0.0 -0.068
C -1.37521 2.55799 4.49463 -0.1 0.0 0.0 -0.062
C -0.65645 -0.28280 -5.50449 0.0 0.0 0.0 -0.062
H 3.47472 -0.10738 0.02723 0.0 0.0 0.0 0.121
C -0.57736 0.44603 3.59565 0.0 0.1 0.1 -0.268
H -1.41419 0.33232 -5.97177 0.0 0.0 0.0 0.119
C 0.46707 3.16031 -4.19808 0.0 0.1 0.0 0.006
H 3.93413 3.65474 0.39906 0.0 0.0 0.0 0.119
C 0.28043 -1.96058 1.90448 -0.2 -0.1 0.3 -0.330
C -6.04916 -2.39889 0.77577 0.0 0.0 0.0 -0.051
C -5.41814 -3.51643 0.27249 0.0 0.1 0.0 0.012
H -0.65131 -5.36265 -0.73893 0.0 0.0 0.0 0.146
Sc -0.15835 -1.18891 -0.08059 0.5 -0.2 -0.1 1.076
H -3.10095 0.87910 -0.53358 0.1 0.1 -0.1 0.088
C 2.73962 -2.23486 4.55713 0.0 0.0 0.0 -0.106
H -2.96090 3.12482 -2.09889 0.0 0.0 0.0 0.140
C -2.69200 2.15352 4.30103 0.0 0.0 0.0 -0.066
H -3.28782 -5.26111 -0.70487 0.0 0.0 0.0 0.183
H 2.29236 0.04275 -1.24871 0.0 0.0 0.0 0.084
H 0.77892 1.25025 -2.09283 0.0 -0.1 0.0 0.127
N -1.02072 0.65934 -1.07653 -0.2 0.1 0.0 -0.019
H 2.61806 -3.46894 -3.88214 0.0 0.0 0.0 0.185
H 0.68489 2.03692 4.32696 0.0 0.0 0.0 0.112
C -1.93758 -3.66685 -0.53559 0.1 0.0 0.1 -0.277
C -0.15001 5.82787 -3.65372 0.0 -0.1 0.0 0.008
H 1.67811 3.92848 -5.79399 0.0 0.0 0.0 0.132
H -1.16616 3.52915 4.92394 0.0 0.0 0.0 0.112
C -0.33582 1.70928 4.15153 0.0 0.0 0.0 -0.107
H 0.65128 -3.92277 0.53795 -0.1 0.0 0.1 0.109
C 1.21105 -1.92802 -4.40874 0.1 -0.1 -0.1 -0.166
C -0.25794 1.41206 -1.85344 0.0 0.0 -0.1 -0.209
H 2.54561 2.45927 -1.32997 0.0 0.0 0.0 0.105
C 1.40685 -2.69754 -2.35506 0.0 0.0 0.1 -0.316
C 1.28446 -1.71068 -5.78018 0.0 0.0 0.1 0.010
C 1.65531 -1.35682 4.66810 0.1 0.0 0.1 -0.241
C 3.39057 -2.72309 5.67826 0.0 0.0 0.0 -0.078
H 4.15331 1.78159 -1.22192 0.0 0.0 0.0 0.125
C 1.69280 -3.59084 -1.19203 0.1 0.0 0.0 -0.086
C 3.44313 2.70672 0.61336 0.0 0.0 0.0 -0.167
H -5.88067 -0.35871 1.43031 0.0 0.0 0.0 0.116
H 4.22812 -3.40027 5.57271 0.0 0.0 0.0 0.107
C -0.70777 -0.49526 -4.14182 0.1 0.0 0.0 -0.024
C 0.33648 -0.86218 -6.31174 0.0 0.0 0.0 -0.052
H 1.18570 -2.57966 1.79613 0.1 0.0 0.1 0.005
C -1.90587 0.05597 3.42901 -0.1 0.0 0.0 -0.103
H 3.46843 -2.71948 7.82225 0.0 0.0 0.0 0.111
H 2.85315 -0.71725 1.89045 0.0 0.0 0.0 0.085
N -0.92744 2.47020 -2.32711 0.0 0.0 -0.1 0.013
Si 0.81727 -0.70957 3.13943 0.0 0.1 0.1 0.598
H 0.33517 -0.66938 -7.37576 0.0 0.0 0.0 0.119
H 2.02455 -2.19843 -6.39979 0.0 0.0 0.0 0.125
H -0.59879 -4.23131 -2.08092 0.0 0.0 0.0 0.140
H 1.70033 3.91984 1.05120 0.0 0.0 0.0 0.122
C -4.06042 -3.38537 0.00307 -0.1 -0.1 0.0 -0.163
N -2.01177 -2.41118 -0.14084 -0.4 0.1 -0.1 0.074
C 2.09902 2.93958 1.32212 0.0 0.0 0.0 -0.155
C -0.69044 4.82480 -2.86711 0.0 0.0 -0.1 0.011
C -4.00269 -1.08723 0.73983 -0.1 0.0 0.1 -0.033
C -0.66034 -4.29901 -0.99246 0.0 -0.1 0.0 -0.078
H -3.98133 0.56509 3.66055 0.0 0.0 0.0 0.103
C 3.22316 1.90993 -0.66645 0.0 0.0 0.0 -0.168
H 3.09019 -2.55297 3.57847 0.0 0.0 0.0 0.091
H 0.22914 1.86204 1.60687 0.0 0.0 0.0 0.105
H 2.22960 2.96488 2.40366 0.0 0.0 0.0 0.103
C 1.24334 -0.98787 5.95037 0.0 0.0 0.0 -0.084
C 1.27605 6.54503 -5.50850 0.0 0.0 0.0 -0.163
C 2.96320 -2.34047 6.94357 0.0 0.0 0.0 -0.070
H -2.13546 -0.93646 3.05294 0.0 0.0 0.0 0.090
H -1.33554 5.06711 -2.03317 0.0 0.0 0.0 0.125
H -3.50617 2.81005 4.57905 0.0 0.0 0.0 0.111
N 1.72720 7.38197 -6.15178 0.0 0.0 0.0 0.192
N 0.46706 -1.77756 -2.25925 -0.1 0.1 -0.4 0.084
H 2.51022 -3.20128 -0.57889 0.0 0.0 0.0 0.141
C -2.25830 1.28003 -1.06645 0.0 0.0 -0.1 -0.073
N 1.91073 -2.81267 -3.59112 -0.1 0.1 0.0 0.207
H 0.62446 2.23552 -0.04663 0.1 0.0 0.1 0.083
H 4.12673 2.15039 1.25945 0.0 0.0 0.0 0.116
C -3.35569 -2.20296 0.21234 0.1 -0.1 0.0 -0.186
H 1.99342 -4.58687 -1.53257 0.0 0.0 0.0 0.144
H -0.51920 -2.63362 2.23699 0.1 0.0 0.1 0.024
C -2.95726 0.89889 3.77703 0.0 0.0 0.0 -0.079
C 2.13889 0.09750 2.05408 0.1 -0.1 -0.2 -0.211
C -5.35025 -1.20367 1.01216 0.0 0.0 0.0 -0.050
C 2.66414 0.52702 -0.33466 0.0 -0.1 0.0 -0.184
C 0.27841 -1.30977 -3.57749 0.0 0.0 0.1 -0.192
C 0.70764 5.49669 -4.70001 0.0 0.2 -0.1 -0.208
N 0.46513 -3.56961 -0.39174 0.0 0.0 -0.2 -0.116
C 1.01881 4.16809 -4.97136 0.0 -0.1 0.0 0.004
H -1.51267 -0.08202 -3.55142 0.0 0.0 0.0 0.107
C -0.37520 3.50580 -3.15328 -0.1 -0.1 0.1 -0.179
H 1.55293 -1.18045 8.06486 0.0 0.0 0.0 0.110
H -0.37954 6.86519 -3.45472 0.0 0.0 0.0 0.134
C -2.21452 2.39521 -1.83824 0.1 0.1 0.0 0.004
N -3.12117 -4.29624 -0.46882 0.0 0.1 0.0 0.201
H 0.67013 2.12091 -4.42115 0.0 0.0 0.0 0.108
H -3.47438 -0.17559 0.98281 0.0 -0.1 0.1 0.082
H 0.40236 -0.31579 6.07892 0.0 0.0 0.0 0.098
H -7.10548 -2.44512 1.00204 0.0 0.0 0.0 0.118
C 1.05111 1.90634 0.89567 0.0 0.0 -0.1 -0.182
H 2.71882 0.89532 2.51688 0.0 0.1 0.0 0.089
N 1.59016 0.51718 0.71751 0.0 0.1 0.1 -0.211
H -5.95470 -4.43950 0.10149 0.0 0.0 0.0 0.124